No. 1
ORCA calculation (ωB97M-V/def2-TZVPD) on a 9-piece molecular cluster, C82H174F6N7O5S overall at a distorted geometry.

Values from the calculation:
LUMO energy: -6.359 eV
E: -4983.73353 hartree
HOMO energy: -8.46 eV
ΔE to the lowest compared entry with this formula, charge and spin: 3.9 kcal per mole
Orbital gap: 2.1 eV
Charge: +5

Positions of all 275 atoms, in Å:
C1 -15.877 -16.961 -3.412
C2 -17.061 -17.452 -2.644
C3 -18.392 -17.079 -3.243
C4 -19.629 -17.353 -2.269
N1 -21.037 -16.865 -2.857
C5 -22.067 -16.659 -1.746
C6 -23.163 -15.889 -2.392
C7 -22.498 -15.057 -3.595
C8 -21.045 -15.424 -3.469
C9 -21.481 -17.829 -3.990
C10 -21.857 -19.256 -3.587
C11 -22.296 -20.094 -4.765
H1 -15.791 -15.875 -3.381
H2 -15.936 -17.214 -4.470
H3 -14.996 -17.360 -2.909
H4 -17.043 -17.004 -1.650
H5 -17.045 -18.539 -2.560
H6 -18.479 -17.714 -4.125
H7 -18.349 -16.054 -3.611
H8 -19.471 -16.769 -1.362
H9 -19.690 -18.392 -1.948
H10 -22.430 -17.638 -1.434
H11 -21.547 -16.120 -0.954
H12 -23.916 -16.645 -2.615
H13 -23.650 -15.147 -1.759
H14 -22.803 -15.213 -4.630
H15 -22.686 -13.987 -3.498
H16 -20.471 -15.439 -4.395
H17 -20.535 -14.806 -2.730
H18 -20.692 -17.883 -4.740
H19 -22.297 -17.363 -4.543
H20 -22.604 -19.311 -2.795
H21 -21.080 -19.871 -3.132
H22 -22.309 -21.166 -4.571
H23 -21.707 -20.045 -5.681
H24 -23.352 -19.977 -5.012
C12 -34.723 2.728 -13.036
C13 -33.617 2.476 -11.987
C14 -32.628 1.364 -12.233
C15 -31.456 1.370 -11.220
N2 -30.599 0.071 -11.138
C16 -29.310 0.254 -10.323
C17 -28.214 0.716 -11.255
C18 -28.663 0.548 -12.620
C19 -29.946 -0.273 -12.481
C20 -31.417 -1.239 -10.730
C21 -32.086 -1.019 -9.404
C22 -32.669 -2.402 -8.929
H25 -34.542 3.437 -13.844
H26 -35.628 2.982 -12.484
H27 -35.011 1.809 -13.545
H28 -34.098 2.377 -11.014
H29 -33.095 3.425 -11.869
H30 -32.183 1.425 -13.226
H31 -33.157 0.413 -12.164
H32 -31.790 1.670 -10.226
H33 -30.700 2.128 -11.426
H34 -29.156 -0.768 -9.977
H35 -29.461 0.893 -9.453
H36 -27.289 0.188 -11.025
H37 -27.941 1.737 -10.987
H38 -27.899 -0.045 -13.122
H39 -28.986 1.416 -13.194
H40 -29.530 -1.277 -12.398
H41 -30.748 -0.180 -13.212
H42 -30.715 -2.073 -10.709
H43 -32.144 -1.405 -11.525
H44 -32.851 -0.243 -9.445
H45 -31.333 -0.649 -8.708
H46 -33.111 -2.841 -9.823
H47 -33.349 -2.283 -8.085
H48 -31.902 -3.068 -8.534
C23 -23.213 8.480 3.948
C24 -24.670 8.580 3.428
C25 -25.560 7.607 4.168
C26 -26.964 7.567 3.701
N3 -27.774 6.470 4.366
C27 -27.963 6.663 5.903
C28 -29.043 7.694 6.025
C29 -29.979 7.551 4.824
C30 -29.255 6.420 3.985
C31 -27.188 5.001 4.111
C32 -27.120 4.692 2.628
C33 -26.650 3.266 2.136
H49 -22.660 9.332 3.553
H50 -22.694 7.594 3.582
H51 -23.130 8.374 5.030
H52 -24.697 8.341 2.365
H53 -25.024 9.601 3.569
H54 -25.404 7.776 5.234
H55 -25.055 6.665 3.957
H56 -27.019 7.394 2.626
H57 -27.515 8.481 3.924
H58 -28.392 5.710 6.215
H59 -27.022 6.977 6.355
H60 -29.449 7.432 7.003
H61 -28.703 8.728 5.976
H62 -31.034 7.358 5.016
H63 -29.929 8.515 4.319
H64 -29.606 5.421 4.245
H65 -29.289 6.628 2.916
H66 -27.868 4.260 4.532
H67 -26.216 4.798 4.562
H68 -26.497 5.396 2.077
H69 -28.102 4.972 2.244
H70 -26.796 3.267 1.056
H71 -27.473 2.715 2.590
H72 -25.752 2.735 2.453
C34 -37.753 3.180 -4.397
C35 -37.486 1.693 -4.693
C36 -37.629 0.783 -3.419
C37 -36.313 0.969 -2.633
N4 -36.439 0.454 -1.164
C38 -34.995 0.631 -0.588
C39 -34.303 -0.644 -0.892
C40 -35.441 -1.702 -0.813
C41 -36.741 -1.066 -1.072
C42 -37.377 1.324 -0.336
C43 -36.963 2.803 -0.271
C44 -37.601 3.556 0.848
H73 -38.705 3.196 -3.866
H74 -37.772 3.769 -5.314
H75 -36.962 3.530 -3.734
H76 -36.508 1.638 -5.172
H77 -38.170 1.379 -5.481
H78 -37.723 -0.235 -3.799
H79 -38.513 1.012 -2.823
H80 -35.911 1.981 -2.582
H81 -35.480 0.394 -3.036
H82 -34.845 0.822 0.475
H83 -34.495 1.472 -1.069
H84 -33.644 -1.074 -0.138
H85 -33.869 -0.572 -1.888
H86 -35.404 -2.235 0.137
H87 -35.245 -2.515 -1.511
H88 -37.292 -1.265 -0.153
H89 -37.226 -1.387 -1.994
H90 -37.385 0.946 0.686
H91 -38.351 1.142 -0.791
H92 -37.184 3.215 -1.256
H93 -35.899 2.921 -0.066
H94 -37.411 4.629 0.841
H95 -37.347 3.188 1.842
H96 -38.675 3.396 0.949
C45 -29.820 -12.956 4.664
C46 -29.858 -11.668 3.781
C47 -31.349 -11.196 3.470
C48 -32.304 -12.203 2.693
N5 -33.629 -11.556 2.117
C49 -33.384 -10.953 0.671
C50 -33.505 -12.162 -0.184
C51 -34.444 -13.170 0.513
C52 -34.764 -12.604 1.881
C53 -34.241 -10.448 2.972
C54 -34.672 -10.842 4.431
C55 -34.901 -9.616 5.286
H97 -30.292 -12.871 5.643
H98 -28.822 -13.186 5.037
H99 -30.252 -13.800 4.127
H100 -29.300 -11.723 2.847
H101 -29.273 -10.998 4.413
H102 -31.197 -10.303 2.863
H103 -31.852 -10.928 4.399
H104 -32.692 -12.926 3.411
H105 -31.908 -12.921 1.974
H106 -34.295 -10.380 0.495
H107 -32.397 -10.501 0.574
H108 -33.902 -11.834 -1.145
H109 -32.492 -12.506 -0.393
H110 -35.350 -13.385 -0.054
H111 -34.105 -14.206 0.503
H112 -35.732 -12.107 1.831
H113 -34.867 -13.350 2.669
H114 -35.121 -10.198 2.380
H115 -33.607 -9.561 2.961
H116 -33.894 -11.483 4.844
H117 -35.625 -11.372 4.420
H118 -34.100 -8.879 5.217
H119 -35.074 -9.958 6.307
H120 -35.757 -8.989 5.037
C56 -33.458 -11.572 -17.868
C57 -32.913 -11.919 -16.414
C58 -33.415 -10.916 -15.359
C59 -33.222 -11.391 -13.909
N6 -33.369 -10.181 -12.949
C60 -32.162 -9.255 -13.119
C61 -31.237 -9.443 -11.930
C62 -31.709 -10.712 -11.262
C63 -33.217 -10.604 -11.439
C64 -34.720 -9.511 -13.098
C65 -35.941 -10.528 -12.941
C66 -37.279 -9.758 -13.079
H121 -32.901 -10.824 -18.432
H122 -34.526 -11.359 -17.826
H123 -33.394 -12.403 -18.571
H124 -31.823 -11.949 -16.434
H125 -33.228 -12.930 -16.156
H126 -34.490 -10.873 -15.534
H127 -33.083 -9.904 -15.590
H128 -32.218 -11.801 -13.796
H129 -33.898 -12.225 -13.722
H130 -32.564 -8.243 -13.095
H131 -31.584 -9.400 -14.031
H132 -31.238 -8.632 -11.202
H133 -30.217 -9.487 -12.314
H134 -31.274 -10.825 -10.269
H135 -31.441 -11.591 -11.848
H136 -33.681 -9.898 -10.750
H137 -33.613 -11.590 -11.197
H138 -34.638 -9.088 -14.099
H139 -34.686 -8.563 -12.561
H140 -35.966 -10.777 -11.880
H141 -35.954 -11.391 -13.606
H142 -37.331 -9.383 -14.101
H143 -37.320 -8.779 -12.601
H144 -38.160 -10.324 -12.775
C67 -17.353 -1.530 -6.059
C68 -15.883 -1.675 -6.542
C69 -14.976 -1.370 -5.335
C70 -13.527 -1.683 -5.655
N7 -12.525 -1.353 -4.471
C71 -11.037 -1.593 -4.994
C72 -10.551 -0.241 -5.457
C73 -11.583 0.783 -5.148
C74 -12.500 0.137 -4.103
C75 -12.862 -2.151 -3.164
C76 -12.873 -3.660 -3.381
C77 -13.254 -4.432 -2.142
H145 -17.929 -1.581 -6.983
H146 -17.612 -0.592 -5.569
H147 -17.694 -2.360 -5.440
H148 -15.657 -1.032 -7.393
H149 -15.726 -2.681 -6.933
H150 -15.201 -2.004 -4.478
H151 -15.181 -0.368 -4.959
H152 -13.294 -1.125 -6.562
H153 -13.454 -2.765 -5.761
H154 -10.391 -2.024 -4.228
H155 -11.075 -2.348 -5.780
H156 -9.699 0.098 -4.867
H157 -10.251 -0.232 -6.504
H158 -11.185 1.665 -4.646
H159 -12.114 1.101 -6.045
H160 -11.929 0.233 -3.180
H161 -13.448 0.664 -3.992
H162 -13.777 -1.792 -2.692
H163 -12.137 -1.932 -2.380
H164 -11.924 -3.979 -3.813
H165 -13.735 -3.893 -4.006
H166 -14.208 -4.046 -1.780
H167 -12.596 -4.388 -1.275
H168 -13.394 -5.452 -2.499
C78 -19.215 -9.211 1.767
O1 -19.330 -7.764 1.624
O2 -17.958 -9.559 1.219
C79 -19.572 -9.626 3.299
F1 -19.267 -10.928 3.601
F2 -18.983 -8.966 4.250
F3 -20.910 -9.496 3.548
C80 -19.602 -7.233 0.348
C81 -19.730 -5.659 0.547
H169 -20.352 -5.447 1.417
H170 -18.716 -5.278 0.665
H171 -20.084 -5.239 -0.394
H172 -20.435 -7.712 -0.167
H173 -18.694 -7.220 -0.254
H174 -20.005 -9.740 1.233
C82 -26.636 -5.211 -3.358
F4 -25.761 -4.705 -2.414
F5 -27.525 -4.347 -3.892
F6 -25.783 -5.759 -4.179
S1 -27.613 -6.704 -2.512
O3 -28.480 -7.250 -3.532
O4 -26.579 -7.602 -2.041
O5 -28.400 -6.056 -1.443

Results of the Mulliken charge analysis, in e, for atoms 1 through 6:
1 C -1.365
2 C -0.383
3 C -0.466
4 C -0.937
5 N 0.226
6 C -0.774

No. 2
ORCA calculation (ωB97M-V/def2-TZVPD) on C5F6NO4PtS7 as an isolated structure at a distorted geometry.

Values from the calculation:
LUMO energy: -7.218 eV
E: -4051.75592 hartree
HOMO energy: -13.31 eV
ΔE to the lowest compared entry with this formula, charge and spin: 0.0 kcal per mole
Orbital gap: 6.1 eV
Charge: +1

Positions of all 24 atoms, in Å:
Pt1 0.206 -0.035 0.317
F1 -2.554 -2.551 3.145
C1 -2.080 -3.395 2.245
F2 -1.313 -4.297 2.817
F3 -3.063 -3.970 1.585
S1 -1.020 -2.404 1.091
O1 -1.725 -1.146 0.718
O2 0.187 -2.069 1.823
N1 -0.789 -3.389 -0.090
S2 0.035 -2.879 -1.335
O3 0.294 -1.404 -1.261
O4 1.136 -3.697 -1.675
C2 -1.190 -2.944 -2.718
F4 -0.593 -2.532 -3.822
F5 -2.211 -2.151 -2.430
F6 -1.603 -4.189 -2.853
S3 3.805 5.895 1.819
C3 2.983 4.582 1.465
S4 1.466 4.140 2.268
C4 1.205 2.672 1.433
C5 2.227 2.299 0.456
S5 2.049 0.907 -0.401
S6 3.540 3.378 0.288
S7 -0.102 1.699 1.653

Results of the Mulliken charge analysis, in e, for atoms 1 through 6:
1 Pt 0.783
2 F -0.177
3 C 0.531
4 F -0.174
5 F -0.178
6 S 1.154

No. 3
ORCA calculation (ωB97M-V/def2-TZVPD) on a 2-piece molecular cluster, C9H10N2S overall at a distorted geometry.

Values from the calculation:
LUMO energy (spin up / spin down): 0.843 / -1.408 eV
E: -856.53280 hartree
HOMO energy (spin up / spin down): -7.62 / -8.65 eV
Multiplicity: 3
ΔE to the lowest compared entry with this formula, charge and spin: 0.0 kcal per mole
Orbital gap (spin up / spin down): 8.5 / 7.2 eV

Positions of all 22 atoms, in Å:
C1 1.235 -1.837 0.244
C2 -0.151 3.048 0.159
C3 0.891 2.314 -0.408
C4 -1.190 2.355 0.810
C5 0.979 0.974 -0.135
C6 -1.092 0.996 0.979
C7 0.004 0.280 0.533
C8 -1.142 -2.003 1.057
C9 0.078 -1.126 0.655
N1 2.197 -2.385 -0.082
N2 1.625 -2.459 -2.779
S1 0.201 -1.630 -2.911
H1 -0.055 4.142 0.057
H2 1.743 2.811 -0.860
H3 -2.065 2.773 1.236
H4 1.623 0.551 -0.810
H5 -1.887 0.469 1.396
H6 -1.175 -2.931 0.335
H7 -0.943 -2.492 2.095
H8 -2.138 -1.522 1.071
H9 2.388 -1.822 -2.579
H10 1.850 -3.411 -3.038

Results of the Mulliken charge analysis, in e, for atoms 1 through 6:
1 C 0.297
2 C -0.396
3 C -0.634
4 C -0.681
5 C -0.433
6 C -0.393

No. 4
ORCA calculation (ωB97M-V/def2-TZVPD) on C23H29As2BCoF5O5 as an isolated structure at a distorted geometry.

Values from the calculation:
LUMO energy (spin up / spin down): -0.269 / -0.298 eV
E: -7648.54646 hartree
HOMO energy (spin up / spin down): -8.08 / -8.11 eV
ΔE to the lowest compared entry with this formula, charge and spin: 16.8 kcal per mole
Orbital gap (spin up / spin down): 7.8 / 7.8 eV

Positions of all 66 atoms, in Å:
Co1 1.297 1.128 -0.175
C1 1.112 3.273 2.364
As1 0.026 1.698 1.971
C2 -1.735 2.508 1.797
C3 -0.088 0.838 3.721
C4 0.332 1.508 4.865
C5 0.203 0.924 6.116
C6 -0.350 -0.340 6.229
C7 -0.761 -1.019 5.090
C8 -0.630 -0.450 3.828
As2 -1.159 -1.400 2.185
C9 -2.161 -2.902 2.975
C10 0.552 -2.347 1.999
H1 0.602 3.948 3.050
H2 1.287 3.796 1.424
H3 2.069 2.970 2.787
H4 -1.996 3.063 2.696
H5 -2.459 1.712 1.630
H6 -1.720 3.164 0.929
H7 0.760 2.501 4.796
H8 0.531 1.461 6.997
H9 -0.461 -0.804 7.201
H10 -1.184 -2.009 5.199
H11 -1.558 -3.495 3.663
H12 -2.485 -3.543 2.155
H13 -3.049 -2.536 3.490
H14 0.806 -2.841 2.936
H15 1.338 -1.640 1.742
H16 0.466 -3.091 1.207
F1 -1.362 3.966 -5.992
C11 -0.972 3.569 -4.774
C12 0.033 2.635 -4.628
F2 0.626 2.118 -5.711
C13 0.440 2.228 -3.367
F3 1.427 1.328 -3.268
C14 -0.150 2.720 -2.203
O1 0.175 2.358 -0.991
C15 -1.166 3.674 -2.386
F4 -1.769 4.192 -1.306
C16 -1.571 4.092 -3.637
F5 -2.545 4.998 -3.759
C17 1.485 -3.553 -1.987
C18 1.006 -2.217 -2.533
C19 1.397 -2.090 -3.996
O2 1.738 -1.188 -1.809
B1 0.847 -0.454 -1.095
O3 -0.447 -0.875 -1.190
C20 -0.508 -1.890 -2.229
C21 -1.258 -1.257 -3.391
C22 -1.315 -3.056 -1.683
H17 2.556 -3.637 -2.167
H18 0.987 -4.389 -2.479
H19 1.319 -3.626 -0.912
H20 2.466 -2.275 -4.093
H21 1.191 -1.097 -4.387
H22 0.868 -2.826 -4.604
H23 -0.752 -0.363 -3.756
H24 -2.251 -0.966 -3.048
H25 -1.371 -1.958 -4.220
H26 -0.868 -3.484 -0.789
H27 -1.407 -3.846 -2.431
H28 -2.317 -2.706 -1.434
O4 3.196 1.671 -0.619
C23 3.518 0.952 0.358
O5 2.625 0.231 0.905
H29 4.542 0.949 0.744

Results of the Mulliken charge analysis, in e, for atoms 1 through 6:
1 Co 0.642
2 C -1.539
3 As 0.918
4 C -0.977
5 C 0.160
6 C -0.669

No. 5
ORCA calculation (ωB97M-V/def2-TZVPD) on a 8-piece molecular cluster, C30H49N10O5P2 overall at a distorted geometry.

Values from the calculation:
LUMO energy: -3.140 eV
E: -2778.67043 hartree
HOMO energy: -11.05 eV
ΔE to the lowest compared entry with this formula, charge and spin: 0.0 kcal per mole
Orbital gap: 7.9 eV
Charge: +1

Positions of all 96 atoms, in Å:
C1 1.340 1.553 2.921
C2 -0.090 1.152 2.727
N1 -0.383 -0.081 2.803
C3 -1.195 2.183 2.438
P1 -1.452 2.607 0.691
C4 -1.577 1.193 -0.452
C5 -0.324 0.322 -0.639
C6 0.733 0.931 -1.560
N2 1.904 0.064 -1.614
C7 2.703 0.163 -0.361
C8 4.168 0.397 -0.674
C9 4.827 1.445 -0.025
C10 6.165 1.722 -0.303
C11 6.872 0.971 -1.235
C12 6.219 -0.092 -1.858
C13 4.889 -0.392 -1.588
O1 4.265 -1.462 -2.212
C14 -3.116 3.455 0.605
O2 -4.027 2.899 1.536
C15 -4.681 1.769 1.026
C16 -4.491 0.434 1.703
O3 -5.398 1.863 0.085
P2 -0.044 4.184 0.047
N3 -0.421 5.467 0.821
O4 1.477 3.797 0.387
O5 -0.257 4.414 -1.523
H1 1.745 2.146 2.098
H2 1.927 0.634 2.956
H3 1.512 2.055 3.877
H4 -1.381 -0.228 2.637
H5 -0.942 3.099 2.988
H6 -2.125 1.821 2.877
H7 -1.878 1.613 -1.420
H8 -2.401 0.546 -0.134
H9 -0.654 -0.596 -1.133
H10 0.148 0.000 0.291
H11 0.991 1.976 -1.314
H12 0.317 0.927 -2.576
H13 2.498 0.454 -2.339
H14 2.350 1.054 0.178
H15 2.554 -0.721 0.267
H16 4.310 2.056 0.710
H17 6.645 2.541 0.225
H18 7.905 1.209 -1.457
H19 6.764 -0.690 -2.581
H20 4.346 -2.166 -1.564
H21 -3.032 4.520 0.820
H22 -3.478 3.343 -0.424
H23 -4.407 -0.321 0.923
H24 -3.580 0.422 2.304
H25 -5.340 0.205 2.356
H26 -1.181 5.343 1.480
H27 2.079 4.164 -0.281
H28 0.577 4.501 -2.010
C17 -9.001 -0.442 2.773
C18 -7.789 -0.412 3.585
N4 -6.847 -0.385 4.245
H29 -9.004 -1.328 2.140
H30 -9.871 -0.463 3.427
H31 -9.051 0.445 2.145
C19 -9.358 1.036 7.459
C20 -10.142 1.042 6.228
N5 -10.757 1.046 5.256
H32 -8.377 0.608 7.266
H33 -9.234 2.054 7.820
H34 -9.868 0.444 8.217
C21 3.165 -1.646 -5.325
C22 3.853 -1.615 -6.613
N6 4.393 -1.590 -7.627
H35 3.774 -2.230 -4.626
H36 3.013 -0.639 -4.941
H37 2.205 -2.139 -5.432
C23 0.343 -5.153 -6.993
C24 1.259 -4.789 -5.915
N7 1.986 -4.503 -5.071
H38 -0.642 -5.366 -6.583
H39 0.265 -4.331 -7.703
H40 0.714 -6.035 -7.509
C25 5.278 -5.851 -3.566
C26 5.175 -4.444 -3.200
N8 5.094 -3.329 -2.918
H41 6.126 -6.306 -3.054
H42 4.369 -6.376 -3.281
H43 5.419 -5.945 -4.641
C27 8.940 -5.223 -1.382
C28 8.559 -6.633 -1.329
N9 8.252 -7.740 -1.293
H44 9.877 -5.073 -0.849
H45 9.066 -4.913 -2.417
H46 8.166 -4.613 -0.919
C29 -5.328 3.901 4.539
C30 -6.196 3.191 5.475
N10 -6.879 2.633 6.210
H47 -4.496 4.353 5.077
H48 -4.939 3.209 3.797
H49 -5.891 4.684 4.033

Results of the Mulliken charge analysis, in e, for atoms 1 through 6:
1 C -1.267
2 C 0.463
3 N -0.664
4 C -0.633
5 P 0.268
6 C -0.723